No. 1
Molecular formula: C23H24FI2IrN5O6
Method: DFT, ωB97M-V/def2-TZVPD

The total charge is +1. The expectation value of S² is 6.04. For the HOMO energy (alpha / beta), the calculation gives -10.8 / -10.9 eV. The energy above the lowest of the compared OMol25 structures with the same formula, charge and spin is 0.867 eV. The spin multiplicity is 5. Its max |F| is 3.024 eV/Å. The LUMO energy (alpha / beta) is -2.324 / -5.572 eV.

Geometry as XYZ:
```
62
C23H24FI2IrN5O6, DFT ωB97M-V/def2-TZVPD
H 2.537 -3.255 -4.141
H 2.017 5.870 -0.300
H -2.184 3.687 -0.379
H -3.915 1.904 0.344
Ir -0.010 0.070 -0.409
H 2.716 1.653 -0.457
O -1.301 -3.328 1.166
C 2.828 -1.165 -1.610
H -1.319 -1.751 3.266
C -4.937 -2.663 -0.620
C -0.322 -1.954 2.874
C -3.625 -2.428 -0.943
H -5.666 0.369 0.682
C 2.587 0.261 2.599
C 1.671 4.848 -0.290
H 0.663 -2.313 -3.781
O 2.175 -0.368 -0.911
C 0.867 -2.009 -2.758
I -2.404 -3.933 -1.706
H -5.383 -3.627 -0.806
O -1.399 0.564 2.845
C -0.192 0.455 2.824
H 3.629 3.952 -0.400
H 0.405 -1.027 -2.581
C -0.104 3.244 -0.156
C 2.564 3.792 -0.362
C 2.021 1.602 2.611
C -3.136 1.131 0.389
H -1.724 2.992 1.178
C -1.555 2.922 0.096
H -2.128 1.584 -1.330
C 3.133 -2.790 -3.365
O -1.766 -1.044 -1.099
I -7.667 -1.965 0.510
C 2.060 2.507 -0.371
N 2.298 -1.936 -2.553
H 0.163 2.453 2.774
H 2.247 -1.827 2.733
C 0.318 4.567 -0.201
H 3.924 -2.211 -3.841
F 3.910 0.142 2.428
C -5.668 -1.636 -0.039
H 3.589 -3.580 -2.770
O 0.317 -1.901 0.571
C -5.069 -0.406 0.227
N 0.464 -0.760 2.914
C 4.318 -1.229 -1.407
H 0.408 -2.731 -2.079
H 4.588 -0.577 -0.582
H 4.856 -0.911 -2.298
H 0.161 -2.756 3.431
C -0.478 -2.463 1.361
H -2.844 1.020 1.442
C -3.744 -0.167 -0.065
N -1.939 1.576 -0.328
O 2.591 2.658 2.497
C 1.813 -0.838 2.743
N 0.633 1.551 2.747
H -0.407 5.368 -0.159
C -2.966 -1.178 -0.709
N 0.760 2.231 -0.267
H 4.620 -2.247 -1.174
```

These are the Mulliken partial charges, in e, on atoms 1 to 5: 0.330, 0.449, 0.558, 0.587, 2.641

No. 2
Molecular formula: C3H5NO
Method: DFT, ωB97M-V/def2-TZVPD

The total charge is 0. For the HOMO energy, the calculation gives -6.5 eV. The energy above the lowest of the compared OMol25 structures with the same formula, charge and spin is 4.160 eV. The spin multiplicity is 1. Its max |F| is 0.537 eV/Å. The LUMO energy is 0.951 eV.

Geometry as XYZ:
```
10
C3H5NO, DFT ωB97M-V/def2-TZVPD
C -1.213 -0.281 -0.330
H 1.056 -2.039 -0.345
O -1.461 1.090 -0.251
C -0.083 1.194 0.123
N 0.048 -0.274 0.041
H 1.790 -0.907 0.946
H -1.886 -1.031 -0.719
C 1.157 -1.048 0.076
H 0.518 1.667 -0.653
H 0.074 1.629 1.112
```

These are the Mulliken partial charges, in e, on atoms 1 to 5: -0.081, 0.224, -0.396, -0.301, -0.003

No. 3
Molecular formula: C41H38BrIN4O2OsS
Method: DFT, ωB97M-V/def2-TZVPD

The total charge is +2. The expectation value of S² is 6.06. For the HOMO energy (alpha / beta), the calculation gives -12.4 / -12.7 eV. The energy above the lowest of the compared OMol25 structures with the same formula, charge and spin is 0.000 eV. The spin multiplicity is 5. Its max |F| is 1.725 eV/Å. The LUMO energy (alpha / beta) is -5.351 / -8.325 eV.

Geometry as XYZ:
```
89
C41H38BrIN4O2OsS, DFT ωB97M-V/def2-TZVPD
C 1.322 0.347 -5.136
H -0.710 -3.933 1.510
H 1.326 -0.273 -7.184
C 5.177 0.632 0.967
H -3.402 -0.559 1.980
C 1.100 -1.474 -3.501
C 0.925 -4.063 0.093
C 1.282 -4.830 -1.212
H -4.483 -0.826 4.637
C -0.749 0.619 4.900
N 1.130 -1.516 -0.383
H 1.550 6.428 -1.442
C -0.800 0.597 2.494
H 1.481 4.793 -3.273
H 1.225 3.131 1.300
H 1.255 -5.898 -0.986
H -1.256 -4.052 -0.177
H -1.277 0.653 5.845
H -3.801 -1.559 -1.725
H 6.183 0.526 -2.231
H 2.263 -4.564 -1.597
H 3.679 0.362 -2.605
H 1.083 -3.451 -4.251
H -2.991 -1.629 4.160
C 1.304 0.575 3.741
C 1.007 -2.628 -0.161
C -3.672 0.412 2.407
N 1.511 0.541 1.444
H 1.106 0.659 5.911
C 1.306 -0.568 -6.143
C 3.804 0.490 0.786
Br 1.232 -3.206 -7.177
N 1.265 2.621 -0.725
H -3.109 1.920 5.415
H 1.312 5.553 0.935
H -0.615 -5.489 0.689
I -7.696 1.624 -0.659
C -3.030 0.548 3.765
H -3.070 -0.628 5.596
C -1.655 -0.144 -1.377
H 1.356 2.561 -4.011
H -3.431 1.194 1.697
H -2.475 2.347 -0.744
H 7.083 0.667 -0.022
C -5.686 1.143 -0.886
H -1.332 0.601 1.559
C 6.002 0.628 -0.148
O -0.726 0.609 -0.768
H 0.927 -1.793 -2.494
H -4.758 0.400 2.540
C 1.326 3.119 -1.998
H 1.722 -3.874 2.115
C 1.435 4.483 -2.269
N 1.258 0.796 -2.697
C -4.632 2.027 -0.669
C -0.503 -4.399 0.560
H 0.533 -4.572 -1.975
C 0.621 0.581 2.531
H -6.117 -0.934 -1.290
C 1.350 4.867 0.085
C 0.602 0.595 4.960
C 2.802 0.539 1.822
H 1.993 -5.431 1.377
C 1.150 -2.385 -4.493
C 1.268 3.511 0.295
C -3.304 1.641 -0.841
H -4.691 1.705 4.580
H 5.581 0.705 1.970
C 1.445 5.381 -1.207
C -5.358 -0.178 -1.210
C -1.482 0.596 3.683
H 1.421 1.390 -5.395
H -4.827 3.020 -0.307
C 4.109 0.403 -1.618
C 1.239 -0.051 -3.728
C 1.957 -4.350 1.180
C -3.008 0.354 -1.253
O -1.381 -1.151 -1.968
S 3.030 0.596 3.502
H -3.372 2.712 3.821
C -3.409 -0.696 4.592
H 2.941 -4.052 0.857
C 1.270 -1.950 -5.848
C 1.291 2.180 -3.023
C 3.233 0.409 -0.521
C -4.048 -0.544 -1.413
C 5.466 0.529 -1.429
Os 1.192 0.512 -0.574
C -3.574 1.814 4.442
```

These are the Mulliken partial charges, in e, on atoms 1 to 5: -1.047, 0.426, 0.474, -0.677, 0.392

No. 4
Molecular formula: C3H7N2O
Method: DFT, ωB97M-V/def2-TZVPD

The total charge is +1. For the HOMO energy (alpha / beta), the calculation gives -14.2 / -16.2 eV. The energy above the lowest of the compared OMol25 structures with the same formula, charge and spin is 5.950 eV. The spin multiplicity is 1. Its max |F| is 5.622 eV/Å. The LUMO energy (alpha / beta) is -7.431 / -5.534 eV.

Geometry as XYZ:
```
13
C3H7N2O, DFT ωB97M-V/def2-TZVPD
N 2.268 0.484 0.625
C 0.532 -0.789 -0.655
O 0.147 1.595 -0.739
H 0.005 -1.794 -0.372
H -1.783 -0.211 1.331
H 2.499 -1.384 -0.113
C -0.383 0.504 -0.540
H -2.194 1.116 0.664
H -1.042 1.040 1.826
N -1.325 0.627 0.925
C 1.819 -0.450 0.062
H 0.736 -1.069 -1.702
H -1.280 0.330 -1.310
```

These are the Mulliken partial charges, in e, on atoms 1 to 5: -0.288, -0.462, -0.332, 0.361, 0.352